Here is a 2-piece molecular cluster, C6H14N2O2 overall from the Open Molecules 2025 dataset. Energies are from ωB97M-V/def2-TZVPD.

Computed properties:
* HOMO energy: -0.3497 Eh
* orbital gap: 10.24 eV
* E_LUMO: 0.73 eV

```
! RIJCOSX wB97M-V def2-TZVPD def2/J DEFGRID3
* xyz 0 1
C 3.409 -1.528 -0.219
C 1.961 1.805 0.908
C 2.446 -0.585 0.477
O 1.622 -0.957 1.283
N 2.586 0.739 0.137
H 3.113 -1.668 -1.262
H 2.979 1.103 -0.701
H 2.646 2.193 1.657
H 4.449 -1.221 -0.173
H 3.316 -2.530 0.201
H 1.444 2.572 0.332
H 1.114 1.404 1.473
C -0.837 0.600 -0.679
C -4.308 -0.803 -0.076
C -2.269 0.454 -0.200
O -2.657 1.210 0.658
N -2.996 -0.633 -0.665
H -0.377 -0.077 -1.400
H -2.498 -1.436 -1.002
H -4.219 -1.207 0.939
H -0.926 1.561 -1.203
H -0.213 0.478 0.198
H -4.916 0.095 -0.062
H -4.871 -1.568 -0.620
*
```

Here is one molecule with the formula C3H5NO2 from the Open Molecules 2025 dataset. Energies are from ωB97M-V/def2-TZVPD.

Computed properties:
* HOMO energy: -0.3628 Eh
* orbital gap: 9.78 eV
* E_LUMO: -0.09 eV

```
! RIJCOSX wB97M-V def2-TZVPD def2/J DEFGRID3
* xyz 0 1
C 1.054 -1.272 -0.450
N 0.020 -0.426 0.078
C -0.095 0.879 -0.145
O 0.635 1.595 -0.818
C -1.384 1.414 0.607
O -2.154 0.768 1.284
H 1.723 -0.651 -1.049
H 1.616 -1.730 0.369
H 0.618 -2.052 -1.080
H -0.714 -0.776 0.674
H -1.318 2.460 0.304
*
```

Here is C13H21CrF9IO3P2 as an isolated structure from the Open Molecules 2025 dataset. Energies are from ωB97M-V/def2-TZVPD.

Computed properties:
* HOMO energy (alpha / beta): -0.5709 / -0.5815 Eh
* orbital gap (alpha / beta): 6.75 / 7.07 eV
* E_LUMO (alpha / beta): -8.78 / -8.75 eV

```
! RIJCOSX wB97M-V def2-TZVPD def2/J DEFGRID3
* xyz 2 4
C 0.001 0.045 -5.995
C 0.009 0.843 -4.814
H 0.002 0.654 -6.922
H -0.891 -0.604 -5.963
H 0.882 -0.618 -5.963
O 0.016 1.790 -4.126
I -0.014 -1.435 -2.587
Cr -0.001 0.015 -0.568
P 2.384 0.015 -0.501
C 3.332 1.138 0.564
C 2.531 -1.618 0.263
H 3.599 -1.821 0.418
H 4.447 -0.039 -1.697
H 2.096 -2.375 -0.398
H 3.149 -0.853 -2.626
H 3.113 0.933 1.618
H 1.951 -1.629 1.194
C 3.388 0.005 -2.001
H 4.405 0.994 0.358
H 3.181 0.921 -2.564
H 3.035 2.176 0.339
P -2.385 0.058 -0.500
C -3.311 1.197 0.567
C -3.389 0.065 -2.000
H -2.146 -2.338 -0.398
H -3.634 -1.751 0.425
H -1.979 -1.594 1.194
C -2.563 -1.572 0.265
H -3.163 -0.798 -2.623
H -4.448 0.040 -1.697
H -4.387 1.070 0.365
H -2.997 2.230 0.343
H -3.164 0.976 -2.563
H -3.093 0.988 1.621
C 0.018 1.909 -0.658
O 0.030 3.069 -0.479
F -1.409 1.792 2.928
C -1.284 0.575 3.514
F -1.274 0.744 4.857
F -2.430 -0.122 3.232
C 0.000 -0.132 2.912
O 0.001 -0.093 1.563
C 1.295 0.554 3.516
F 1.286 0.710 4.861
F 2.433 -0.155 3.229
F 1.436 1.774 2.942
C -0.012 -1.583 3.507
F -0.024 -1.590 4.871
F -1.098 -2.275 3.078
F 1.076 -2.285 3.098
*
```

Molecular weight, record by record: 146.19; 87.08; 637.14 g/mol
Energy relative to the best compared isomer or geometry (same formula, charge and spin), record by record: 1.193; 1.048; 0.044 eV